# 1
DFT (ωB97M-V with the def2-TZVPD basis set) results for a single C4H4N4 molecule.

Atoms and positions in Å:
N -0.28872 1.17709 0.28790
H 1.41110 2.31262 -0.32598
N 1.43759 -1.12278 0.06452
C 0.06625 -1.31961 0.05999
N -3.52411 0.00148 -0.16188
C -2.35934 -0.30709 -0.16998
C 1.07916 1.18564 -0.16302
N 1.96539 0.20445 -0.32913
C -0.87530 -0.21000 0.17840
H 2.12442 -1.78306 0.46782
H -0.32456 -2.28444 -0.35785
H -0.71188 2.14569 0.44921

Summary:
**SMILES**: N#CC1=CNN=CN1
**ΔE to the lowest compared entry with this formula, charge and spin**: 3.661 eV
**Spin multiplicity**: 1

=====

# 2
DFT (ωB97M-V with the def2-TZVPD basis set) results for C21H22Cl2N9O3PdSi as an isolated structure.

Atoms and positions in Å:
H 1.27639 -0.32739 -5.24669
H -2.10705 -1.64730 2.79941
C 1.02944 4.48590 0.11758
C -0.34265 -2.97134 -4.70760
H 0.37259 -3.03550 3.28671
H -2.22351 1.71748 1.25065
C -0.19495 -3.94805 -0.48457
N -1.21917 2.82578 3.27417
C -1.31663 -1.12209 4.72761
Cl 1.76068 1.93097 3.07570
H 2.69913 -0.47624 -4.21862
C 2.05143 2.77349 -3.05145
H -1.06740 -2.21176 -5.01126
Cl -2.66377 4.74802 1.58131
N 0.77196 -2.77326 0.99773
C -0.81354 1.19865 5.03413
C 1.61245 3.55394 0.95875
N -0.04375 -3.87643 2.89481
C 0.89945 3.00017 2.00820
H -0.89506 -3.75740 -4.18419
C -0.28843 4.85157 0.32907
O -0.14875 0.42748 0.29722
C -0.43746 3.32696 2.24404
C -1.20581 1.46329 3.72592
Si 0.99124 -2.19385 -3.62155
O -0.69221 0.61780 -2.75520
H -0.45875 2.02454 5.63738
N 3.13785 3.15054 -3.10160
H -2.14349 3.22853 3.26846
C -1.66861 0.43923 2.90500
H 2.53934 -4.07617 -4.15639
C 2.19669 -3.59776 -3.23203
H -0.50648 -4.29708 -1.45297
N 0.06283 -3.72224 1.51758
C -0.38703 3.24369 -3.23858
H 1.74971 -4.36852 -2.59946
N -1.21915 4.01155 -3.44215
N 0.62688 -2.89798 -0.29858
O -1.79204 -1.01315 -0.14955
H -3.19555 0.25757 1.43909
H -0.55326 -0.28068 6.55953
H 2.44498 -1.62894 -5.54551
N 0.49923 1.04381 -2.76652
C -0.86026 -0.08603 5.53996
Pd 0.11789 -1.11575 -1.64067
H 3.07116 -3.21022 -2.70272
H -1.38704 -2.12924 5.12382
C -2.18499 0.66184 1.50900
C -0.98943 4.27716 1.36831
H 0.09397 -3.41173 -5.61129
C -1.71346 -0.85615 3.43021
H -0.78848 5.55634 -0.32030
N -0.57422 -4.49144 0.66357
C 1.94418 -1.04544 -4.76488
H 2.63831 3.24308 0.81094
H 1.59242 4.90847 -0.70107
C -1.29885 -0.03154 0.47258
H 0.51063 -4.68633 3.15367
C 0.69042 2.31916 -2.99669

Summary:
**<S²>**: 2.01
**ΔE to the lowest compared entry with this formula, charge and spin**: 0.502 eV
**Net charge**: -1
**Spin multiplicity**: 3

=====

# 3
DFT (ωB97M-V with the def2-TZVPD basis set) results for a 6-piece molecular cluster, C31H70N5O9S overall.

Atoms and positions in Å:
C 0.33041 -3.49651 0.45285
H 1.69893 0.45430 -7.67091
C -1.92412 5.30414 -2.31116
O 3.59491 2.04566 4.01783
C -0.34035 2.45727 -4.84878
C 2.50821 2.70082 1.53933
H -4.46908 6.31522 -1.70371
H 2.95412 5.24539 0.12520
C -2.07473 -5.08661 7.99844
H 2.21234 -5.81880 5.89865
C 3.46087 -4.09220 5.67418
H 0.75519 2.58554 -4.97745
H 3.61248 -0.86166 -7.93526
H -0.30214 0.32909 -4.31541
O 3.22063 -2.89186 5.75573
H 1.01528 2.11715 0.14377
S -3.71003 0.40844 -2.82225
H 1.45639 -3.09839 2.33287
H 3.47963 -5.65039 7.14395
H -3.82121 4.07587 -3.72462
H -5.49514 4.65364 -3.71940
H 2.13033 -0.60297 4.68104
O -0.01078 -2.10744 0.54559
C -1.57630 -7.78033 6.87602
C -1.85044 -0.48403 0.53343
H -2.60740 2.40391 -3.64184
H 2.05017 -4.61393 7.17722
H -2.18981 -7.31857 6.10075
C -2.32242 0.78744 -5.19547
H 1.98355 2.14003 -8.15203
N 4.38988 -4.54353 4.79216
H -2.27999 -0.13377 1.49477
H -0.54849 -4.17145 0.46119
H -4.67669 6.70540 -3.41213
H -1.95888 -2.56692 -0.12150
C -4.58157 4.56802 -3.08764
N 1.78365 2.75356 0.27706
H -1.78911 -2.39086 1.63616
H -2.64060 1.00574 -6.22850
H -0.96954 0.16104 0.31774
H 2.49910 -0.30364 6.94280
C 2.56021 0.74280 7.23000
H 4.82280 -3.80905 4.25461
C -4.98800 3.68055 -1.86412
H 3.83771 -0.83133 5.13693
C 1.30616 -3.92987 1.61230
C 3.25992 1.20961 4.84943
O -1.01429 3.35011 -5.74829
C -4.13175 6.02168 -2.72672
C -5.14433 1.06553 -1.87859
H 3.69898 -2.18605 -9.10403
O 1.28517 3.46528 -1.78669
H -0.42245 6.75818 -2.81099
C -0.78449 0.98729 -5.07136
H -2.09762 1.41424 -1.24688
H 0.50571 1.30281 -8.67746
H -0.40559 6.34650 -1.04591
H 2.12403 -1.70334 -8.46018
N 2.23466 0.76840 -9.68926
H -2.17355 -4.84973 9.05925
C 1.99749 3.56040 -0.79031
O -2.82693 -0.40472 -0.52264
H -5.94448 0.29682 -1.87824
C -1.41889 -1.99032 0.66568
H 3.31533 3.42335 1.57923
H -4.84902 1.17448 -0.81383
H 4.27618 -6.61485 5.18597
C 2.75794 -5.11637 6.52542
H 5.87867 -5.99251 4.74707
H -2.86388 -5.77454 7.71218
C 3.10347 -1.33861 -8.77451
C -0.43888 -6.86649 7.25487
H -1.24049 4.10504 -5.20265
C 3.12563 4.55420 -0.70076
H -2.17482 -4.16552 7.42066
O 0.73085 -7.19354 7.11782
H 4.07473 4.03539 -0.56265
O -2.75325 6.27534 -2.94202
H -4.03273 2.00426 -4.63439
N 2.96863 1.58503 6.12161
H -5.72360 4.26278 -1.27257
H -2.18701 -8.00539 7.75140
C 1.57140 1.17980 -8.46919
H 1.81054 2.89869 2.35213
H -6.77551 2.45594 -2.05929
H -2.52229 -0.29835 -5.04149
H 0.84511 -4.79551 2.12565
H -1.43048 -0.04393 -2.06699
H -4.14183 3.41689 -1.20125
O 3.45490 -0.56620 -11.00917
C 2.95584 -0.36505 -9.91674
H -1.74967 4.48330 -3.05423
H 3.28439 0.85035 8.03948
H 2.17648 1.37324 -10.49338
H 3.17358 5.12428 -1.62557
N -0.75757 -5.64572 7.76396
H -1.17105 -8.71149 6.48826
H -0.55940 2.71939 -3.78833
H -2.35819 4.85406 -1.39613
H 0.04682 -5.08677 7.99703
C -0.50630 5.94175 -2.06757
H 0.25455 5.15764 -2.26516
C -2.33315 0.37593 -1.57900
H 0.87563 -3.66024 -0.50049
H -0.34698 0.66342 -6.04351
H 2.31153 -4.19747 1.22919
C 4.80782 -5.91193 4.55236
C -3.15054 1.57212 -4.12714
H 1.58264 1.07636 7.58466
H 3.05889 2.57645 6.27869
H -5.79672 2.45927 -3.53230
C 3.15143 -0.25616 4.52219
H 4.61998 -6.15958 3.50586
C -5.72954 2.39978 -2.43238
H 2.91810 1.70075 1.66217
H 3.41133 -0.40973 3.47639

Summary:
**ΔE to the lowest compared entry with this formula, charge and spin**: 0.000 eV
**Net charge**: +1
**Spin multiplicity**: 1

=====

# 4
DFT (ωB97M-V with the def2-TZVPD basis set) results for C30H40MoN7O2 as an isolated structure.

Atoms and positions in Å:
H 4.56306 2.47975 -0.05858
H 2.02463 2.59497 2.73787
H -5.34175 -1.11287 0.18341
H 0.04113 2.14153 0.71398
H -0.91672 -3.94415 0.63999
H -2.09820 0.77809 0.79700
H 0.52952 -5.75145 -0.23612
H -4.32274 -3.21425 0.23710
N -0.99156 -1.43066 -0.21463
C 2.58293 -0.50220 -2.48464
C -0.12676 -3.70886 -0.06315
H 4.62451 -1.21052 -0.76229
H -1.49400 2.74082 -3.85183
H -1.74864 0.15388 5.19200
C -2.31063 -1.75262 -0.40221
N -3.22063 -0.94855 0.19293
C -3.99123 -3.48501 -0.76106
C 0.66634 -4.73819 -0.58861
H 5.39648 1.48357 1.15649
C -2.11154 -3.30786 -2.31814
C 0.23910 0.07402 3.47066
H 3.70191 -1.30157 -4.14216
C 1.79432 -3.12854 -1.99469
C 1.74157 -0.13875 6.84221
C 4.20497 -0.88051 0.18788
C -2.78867 -0.03184 1.21521
N 3.79983 0.52385 0.13970
C 1.72389 -0.76329 -1.43550
H 3.36608 3.41231 1.91369
C 0.09370 0.12293 2.24030
H 2.98165 0.49871 -2.60676
C 0.02819 -2.40496 -0.48502
H -1.47735 0.15184 -4.72739
C -0.99506 0.92306 -2.75791
H -0.47923 0.95965 -5.84966
C 1.15294 -2.06476 -1.30100
C -0.77979 0.06434 5.66538
N 1.51066 0.20441 -0.41653
C -4.53397 -0.68317 -0.40807
C 2.81302 2.47690 1.99353
H 0.17613 2.21975 -4.04760
C -0.85190 1.87286 -3.97826
H -1.78249 -4.33473 -2.16767
H -3.77773 -4.55438 -0.77634
H 2.06257 -5.26351 -2.11747
C 1.64609 -0.08785 5.47024
H -4.78941 -3.29586 -1.47927
C -0.66872 0.00944 7.03534
H -2.33055 -0.54281 2.05621
N -2.75661 -2.78097 -1.11577
H -3.63668 0.53699 1.58428
H 0.87918 3.66346 0.93466
C 4.90811 1.47847 0.18173
N 2.20649 2.09583 0.71201
H 3.36568 -1.51637 0.45427
H 3.14759 -3.64611 -3.59198
N -1.23655 1.08576 -5.18065
H -2.85317 -3.30146 -3.11919
H 4.97213 -0.97919 0.95572
H -4.68472 0.39472 -0.46113
H -1.55676 0.04327 7.65125
H -1.27367 -2.69120 -2.61616
C 3.03040 -1.53190 -3.32575
H 5.64366 1.17367 -0.56337
C 2.70670 -2.82964 -3.03410
H 0.87209 2.94338 -0.67683
H -2.03655 1.46756 -5.68234
O -1.38481 -0.22550 -3.01988
C 0.37976 0.01461 4.85952
H 2.53209 -0.12717 4.85047
H 0.67237 -0.12978 8.70418
H 2.71080 -0.22260 7.31420
Mo -0.36064 0.35774 0.31853
H -4.57746 -1.07639 -1.41890
C 1.53461 -4.46578 -1.61052
C 0.95812 2.73040 0.38401
C 0.59011 -0.09068 7.62614
O -0.74204 1.43008 -1.62832
C 2.53043 0.91627 0.11368
H 3.48259 1.69559 2.34110

Summary:
**<S²>**: 2.14
**ΔE to the lowest compared entry with this formula, charge and spin**: 1.520 eV
**Net charge**: +3
**Spin multiplicity**: 3

=====

# 5
DFT (ωB97M-V with the def2-TZVPD basis set) results for C4H11CsNO5S as an isolated structure.

Atoms and positions in Å:
H 2.04376 -3.45824 1.84899
C -1.48103 -1.25411 -1.17898
H -1.24090 -2.12303 -1.79169
C 0.03595 -2.24484 0.70822
C -0.34705 -1.02221 -0.17907
H 0.70738 0.38445 -1.21609
H -2.39674 -1.45000 -0.62112
S -0.97906 5.25853 -1.48792
O -0.63119 5.31786 -0.06029
H -1.62042 -0.33920 -1.75485
N 0.82196 -0.54090 -0.82790
O -2.43949 5.14801 -1.51325
Cs 3.03531 2.88702 1.59413
H 0.84705 -3.16503 3.24920
H 0.86377 -1.11153 -1.66021
H 0.51699 -2.99492 0.08046
O -0.52772 6.49170 -2.06935
C 1.51977 -2.75478 2.49605
O -0.35016 4.15986 -2.22583
H -0.63366 -0.28803 0.57388
H -0.82826 -2.79266 1.08391
H 2.26324 -2.33932 3.17631
O 0.82045 -1.76867 1.77534

Summary:
**ΔE to the lowest compared entry with this formula, charge and spin**: 4.204 eV
**Net charge**: -1
**Spin multiplicity**: 1

=====

# 6
DFT (ωB97M-V with the def2-TZVPD basis set) results for an isolated ion of composition C11H16N3O and charge +1.

Atoms and positions in Å:
H 3.71253 0.25773 -0.16203
N -0.27244 1.74677 0.48419
H 2.96216 2.12984 -0.15200
H -0.53239 -0.81726 -1.22042
O -2.31798 -1.70582 -1.81833
H -0.49863 2.70489 0.16459
C -2.10344 0.39641 -0.40792
H 1.54067 2.83458 -1.27026
C 2.98478 -1.69290 0.60607
C 1.88587 2.51358 -0.29536
N 0.88894 -0.99583 1.01860
C -1.31430 0.85707 0.80565
C 1.73453 -1.99774 1.08844
N -1.96826 1.35550 -1.50531
H -2.52131 -1.14174 -2.53893
H -0.60511 -1.50448 2.43988
H -1.85172 1.12625 1.68197
H 1.53039 -2.98057 1.53441
H -2.71390 2.06034 -1.43056
C -0.45214 -1.14479 1.46698
H -2.07572 0.90841 -2.41266
C -1.51834 -1.01330 -0.87212
C -1.40565 -1.83571 0.46661
H -0.80888 -2.67408 -0.01859
H 1.90721 3.34908 0.28451
H 3.95050 -2.15562 0.44918
C 0.96811 1.41781 0.17913
C 2.89175 -0.37103 0.26541
H -3.21145 0.11664 -0.11866
C 1.58278 0.10284 0.36444
H -2.36859 -1.84686 0.92308

Summary:
**ΔE to the lowest compared entry with this formula, charge and spin**: 3.439 eV
**Net charge**: +1
**Spin multiplicity**: 1

=====

# 7
DFT (ωB97M-V with the def2-TZVPD basis set) results for a 2-piece molecular cluster, C4H12 overall.

Atoms and positions in Å:
C 0.33015 -1.58018 1.74166
H -0.29521 1.61491 -3.25344
H 1.28821 1.67478 -1.45121
C -0.45935 -0.32136 2.02784
C 0.67994 0.76425 -1.48129
H -1.17091 0.22465 -2.48682
H 0.47282 0.52985 -0.44276
H 1.31412 0.05087 -1.97686
H -1.48290 -0.51919 1.75728
H -0.20025 0.61524 1.55278
H 0.42933 -2.17491 2.64384
H -1.18133 1.77520 -1.74342
C -0.54782 1.10506 -2.32887
H -0.47567 -0.03797 3.07812
H 1.35628 -1.46323 1.38927
H -0.05741 -2.25798 0.97386

Summary:
**SMILES**: CC.CC
**ΔE to the lowest compared entry with this formula, charge and spin**: 0.341 eV
**Spin multiplicity**: 1

=====

# 8
DFT (ωB97M-V with the def2-TZVPD basis set) results for an isolated ion of composition C8H15N2 and charge +1.

Atoms and positions in Å:
H -0.52240 -2.58110 -1.73462
H -2.29234 -0.30915 0.57246
H 0.67594 -1.62571 1.95224
C -0.70081 -2.16203 0.43000
N -0.58196 0.83542 -1.33620
H -1.41896 -2.91780 0.94868
H -2.34102 1.11402 1.40013
H -1.09259 1.07957 -0.06935
C -0.28191 -2.00765 -0.80921
C -0.58425 0.01821 1.65998
H 0.59769 0.43560 3.34432
H -1.24325 0.31963 -1.90900
C 0.79818 0.15722 -1.50546
C 0.80775 -1.14173 -1.25367
C 0.05653 1.04756 2.55374
H -0.45058 1.79075 -1.67188
C 1.87269 1.04128 -1.94200
C -0.16698 -1.22212 1.48835
H 1.67533 -1.87648 -1.34214
H 2.82797 0.61801 -2.04972
H 1.61019 1.52923 -2.95800
N -1.64883 0.55509 0.87083
H 0.86777 1.48523 1.85072
H 2.13960 1.98445 -1.42078
H -0.60376 1.83252 2.93057

Summary:
**SMILES**: C/C(N)=C/C=C\C=C(\C)[NH3+]
**ΔE to the lowest compared entry with this formula, charge and spin**: 2.766 eV
**Net charge**: +1
**Spin multiplicity**: 1

=====

Max |F| readings, ordered: 0.106; 0.009; 0.037; 0.029; 0.061; 0.118; 0.031; 0.073 Eh/bohr